[1]
2 unconnected molecules or ions with the total composition C5H10NO. Source: the OMol25 dataset; level of theory: ωB97M-V with the def2-TZVPD basis set.

```
17
Properties=species:S:1:pos:R:3:forces:R:3
O -0.6572 0.0040 -0.6982 -0.529 -1.651 -0.797
N 1.1895 -1.1553 1.1260 0.348 -0.262 -1.652
C 0.4360 -0.3156 -1.2165 -0.807 -0.767 -0.113
C 0.7332 -1.6032 -1.8361 0.229 -0.512 -0.503
C -0.9397 1.4273 1.2377 0.817 0.968 1.074
C -0.9610 1.3500 -0.2610 1.671 1.161 0.757
C 0.7935 -1.1793 2.1856 0.119 0.632 1.754
H -0.0232 1.4182 1.8799 0.035 0.179 -1.571
H -0.0659 1.8900 -0.5973 -1.001 0.783 -0.686
H -1.9925 1.6085 -0.5999 1.255 -0.220 -0.337
H -1.4278 2.3610 1.5327 -0.430 -0.427 0.015
H 1.8210 -1.6929 -1.9273 -0.167 -0.235 0.562
H 0.2377 -2.4750 -1.4156 0.103 0.146 0.343
H 0.4600 -1.6378 -2.9013 -0.418 0.619 0.054
H 1.2080 0.4018 -1.2806 0.761 1.233 0.031
H -1.4084 0.5549 1.5569 -1.713 -1.159 1.025
H 0.5969 -0.9566 3.2149 -0.273 -0.488 0.043
```
Positions in Å, forces in eV/Å.

Values from the calculation:
Highest occupied orbital energy = -16.29 eV
Gap between HOMO and LUMO = 0.4185 Eh
Lowest unoccupied orbital energy = -4.90 eV
Charge = +1

***

[2]
A molecular structure, C34H96AsF6N12O10. Source: the OMol25 dataset; level of theory: ωB97M-V with the def2-TZVPD basis set.

```
159
Properties=species:S:1:pos:R:3:forces:R:3
As 0.3165 -0.6000 -0.1490 -0.883 1.856 0.545
F 0.2407 1.1009 -0.8104 0.002 1.330 -0.744
F 1.4775 -1.0805 -1.3977 1.784 -0.600 -2.116
F 1.7078 -0.0944 0.7931 2.209 0.841 1.770
F 0.4380 -2.2564 0.5175 0.041 -2.497 1.154
F -0.8964 -0.1032 1.0960 -1.191 0.361 1.552
F -0.9784 -1.0880 -1.2161 -2.368 -0.983 -1.979
O -2.7675 -2.3059 -5.2794 0.195 0.557 0.514
O 2.1730 4.6527 1.0302 -1.067 -0.294 -0.542
O 2.0926 -2.1533 5.2814 2.007 1.745 3.289
O -3.8792 4.2000 -0.6498 0.095 2.390 0.642
O 4.4572 2.0850 -1.9368 -0.127 0.482 -1.097
O -3.8990 -0.7437 2.4465 0.088 -0.417 0.158
O -1.2465 -6.0388 -0.1051 1.068 0.005 0.183
O 3.7328 -3.2153 -4.6319 0.052 -0.023 0.410
O -1.8012 2.9582 4.0037 0.039 0.872 0.378
O 4.9731 -3.2745 0.8292 0.499 -0.035 0.196
N -5.1957 0.5150 -4.9518 0.450 0.287 -0.455
N -4.1658 2.9488 -3.3993 1.488 0.207 2.052
N -4.3855 0.0414 -0.2165 1.325 0.768 -0.438
N 1.5150 -1.6173 3.1552 0.390 2.227 -0.852
N 1.1052 -3.5607 3.9979 -1.721 -4.112 -0.450
N 6.9115 -3.9891 3.8456 0.513 0.934 0.511
N 3.4036 7.7847 2.4741 0.767 0.364 -1.165
N -3.3039 -7.3281 1.2462 -0.980 -0.948 -0.384
N 3.3058 -1.4084 -3.3815 4.258 5.335 0.947
N 2.7748 4.5699 -2.4681 0.788 0.378 1.350
N 1.8338 -2.8317 -3.4710 -4.211 -3.400 0.163
N 0.5748 2.8089 5.4372 -0.688 2.139 1.215
C 1.6137 -2.3770 4.2146 -0.373 -0.156 -0.777
C 4.8348 0.8369 -1.4499 -0.106 -1.042 1.454
C -3.0224 2.7078 3.2690 1.121 -0.835 1.242
C -3.2132 -5.9181 1.2882 1.050 1.666 1.955
C -0.4158 -5.4543 -1.1255 -1.043 -0.997 -0.177
C 0.6876 2.9693 3.9902 -0.058 -3.122 0.913
C 3.7330 -2.7341 0.4552 -0.358 0.319 -0.618
C 0.9457 4.2289 0.4024 0.515 -0.255 -0.025
C 3.4940 6.3842 2.0653 -2.007 -1.192 2.261
C 3.8429 5.5621 3.3529 -0.430 0.098 -0.101
C -1.8438 -1.8670 -4.2888 0.216 -1.066 0.688
C -3.7181 -1.7568 1.4074 -1.292 1.135 0.639
C 2.5754 3.2903 -3.0930 0.196 -0.806 -0.664
C -4.7193 -1.2414 0.2770 0.018 -1.784 0.994
C 3.0879 2.0090 -2.3182 -1.158 1.532 -0.725
C 6.6204 -3.8886 2.4101 -0.164 -1.110 0.347
C -3.1411 -0.9123 3.6464 0.766 0.002 -1.271
C -0.6218 2.3019 3.5080 -0.561 -0.145 -2.505
C -3.5747 -1.2411 -5.6823 -0.687 -0.587 0.023
C 2.0256 2.2588 3.6493 -0.281 0.264 -1.610
C -2.8060 4.0509 -1.5955 -0.999 -1.263 0.161
C -3.0248 2.7643 -2.3804 0.439 0.192 -1.839
C -5.8464 -1.7385 -4.5501 0.878 -0.504 -0.376
C -3.7639 5.5873 -0.1630 -0.158 -0.975 0.035
C -4.9165 -2.2554 -0.8401 -0.828 0.130 0.207
C -1.7703 2.4519 -3.2126 0.023 0.409 0.654
C -4.6395 -0.7864 -4.6220 -0.883 -0.381 -0.465
C -2.6309 -5.5768 2.7076 0.651 0.273 -0.818
C 5.3199 -3.1429 2.1718 -0.629 -0.830 -0.196
C 2.0788 5.9821 1.4625 1.826 -0.759 0.128
C 6.6566 -5.3418 1.8890 -0.150 0.746 -0.644
C 3.0319 -2.5490 -3.8471 0.639 -3.096 -3.039
C 3.2173 3.4467 -4.4521 0.290 -0.427 -0.013
C -2.4211 -5.3416 0.1159 -0.532 1.371 0.009
H 2.8076 4.4021 -1.4727 -0.426 0.247 0.623
H -2.3815 -7.6444 0.9830 -0.029 -0.514 -0.376
H -2.9641 -0.3893 -5.9819 0.158 0.380 0.126
H -1.8726 3.9586 -1.0403 0.272 0.266 -0.106
H 2.7135 7.9650 3.1892 -0.162 -0.438 0.134
H 0.3657 -6.1937 -1.3004 0.329 0.450 0.211
H 0.0687 4.1840 1.0481 0.172 0.039 0.743
H 4.1033 4.5145 3.2015 0.266 0.200 -0.391
H 4.5311 -3.6138 2.7586 -0.211 -0.314 0.422
H -3.9232 0.4560 0.5801 -0.121 0.950 0.339
H -4.1790 -0.6868 -3.6391 0.185 -0.196 0.030
H 2.7661 -1.0023 -2.6306 0.276 0.165 0.208
H 2.9498 4.4089 -4.8890 -0.281 -0.162 -0.216
H -0.7337 1.2442 3.7461 0.585 -0.202 0.178
H -3.5735 -0.1119 -0.7972 0.425 0.137 -0.684
H 6.0456 -5.9981 2.5086 0.082 -0.099 -0.024
H -3.1904 1.9226 -1.7078 -0.279 0.181 0.222
H 3.7520 -1.6459 0.3945 0.313 0.200 -0.594
H 4.2900 3.4910 -4.2643 0.261 -0.183 -0.239
H -2.9984 3.1217 2.2610 -0.116 0.068 0.029
H -3.8415 6.2847 -0.9971 0.279 -0.002 -0.164
H -2.6686 -1.8778 1.1389 0.114 0.496 -0.411
H 1.3764 -2.2208 -2.8095 -0.437 -0.494 0.218
H 4.2017 0.6680 -0.5788 0.045 -0.536 0.311
H -0.8302 -1.9604 -4.6784 0.064 0.192 0.090
H -4.8958 3.2229 -2.7573 -0.829 -0.001 -0.279
H -6.7069 -1.4274 -3.9578 0.462 0.269 0.406
H -5.6739 -1.9237 -1.5503 0.149 0.581 -0.175
H -4.4223 1.0560 -5.3112 0.101 0.597 -0.112
H -4.5009 5.9292 0.5635 -0.642 -0.897 -0.107
H -1.9727 -2.5419 -3.4427 0.370 0.012 0.172
H 0.6501 4.9225 -0.3847 0.299 0.012 -0.421
H 2.9953 2.5980 -5.0990 0.046 0.164 -0.200
H 1.8792 -0.6782 3.2303 -0.389 -0.196 -0.648
H 1.4926 3.2346 -3.2050 -0.115 -0.771 -0.006
H 2.9064 1.1295 -2.9361 0.067 0.006 -0.240
H 3.0478 8.1973 1.6236 -0.066 0.956 0.077
H -4.4020 2.0226 -3.7256 -0.374 -0.006 0.145
H 3.0279 5.4975 4.0738 -0.639 0.193 -0.288
H 5.8710 0.7260 -1.1304 0.190 0.932 -0.022
H -2.8465 4.9057 -2.2707 0.427 0.061 -0.196
H 0.9487 -1.9460 2.3863 0.252 0.724 -0.491
H -3.0116 -5.2764 -0.7979 -0.535 -0.750 -0.420
H 1.2315 6.0452 2.1452 0.151 0.385 0.699
H -0.8532 2.4808 -2.6244 -0.055 -0.158 0.278
H -4.0293 -2.6982 1.8602 -0.379 -0.383 -0.198
H -3.9761 -7.4640 0.5048 0.261 -1.086 -0.409
H 2.3771 1.9304 -1.4956 0.416 -0.334 0.665
H 2.1940 2.3438 2.5757 0.230 -0.117 -0.106
H -1.5518 -5.7219 2.7592 0.303 0.188 -0.523
H -2.9400 -6.2893 3.4723 -0.832 0.280 -0.125
H -0.7065 2.3711 2.4235 0.266 -0.267 -0.378
H -1.0194 -5.4516 -2.0331 -0.075 0.215 -0.382
H 0.6302 3.9881 3.6070 0.434 0.286 0.602
H -2.8138 -4.5313 2.9557 -0.098 -0.084 0.295
H -3.1891 -1.9198 4.0596 -0.532 -0.139 0.182
H 5.3087 -2.1098 2.5193 0.489 0.413 -0.084
H 7.7008 -5.6521 1.8510 -0.040 -0.249 0.456
H 4.2698 -1.1800 -3.5780 -0.229 0.653 0.379
H 2.9096 2.6521 4.1513 -0.373 0.705 0.182
H -5.8040 0.4124 -5.7515 -0.319 -0.030 -0.162
H 6.8317 -3.0705 4.2580 0.531 0.618 -0.058
H 2.8674 -2.8481 1.1077 0.211 -0.889 0.499
H -5.4690 -2.7088 -4.2274 -0.340 -0.171 0.054
H 6.3243 -5.3880 0.8519 -0.314 0.028 0.076
H 1.1133 3.2181 0.0305 -0.107 0.079 -0.167
H -1.6819 3.2320 -3.9688 -0.036 -0.272 -0.401
H 3.7440 4.8025 -2.6320 0.371 0.366 -0.186
H -3.8232 3.0669 3.9155 0.007 0.574 -0.332
H 1.2006 -4.2220 4.7554 -0.274 0.048 -0.461
H 1.8433 6.6402 0.6261 0.059 0.269 -0.383
H -3.4134 -0.1364 4.3620 -0.347 -0.256 -0.005
H 0.5333 1.8469 5.7420 0.570 -0.467 -0.594
H -3.1848 1.6300 3.2605 0.055 -0.062 -0.640
H 6.1712 -4.4213 4.3797 -0.402 -0.810 -0.508
H -2.0295 -0.8731 -3.8816 0.024 0.099 -0.336
H 2.1178 1.1985 3.8846 -0.850 -0.065 0.159
H -3.9911 -1.6576 -6.5994 -0.846 0.474 -0.122
H -6.2366 -1.8429 -5.5625 0.018 -0.186 -0.248
H 4.5930 6.0826 3.9482 0.501 -0.054 -0.426
H 4.2883 6.2175 1.3377 -0.187 0.292 -0.180
H 1.5186 -3.7595 -3.7160 -0.392 0.337 0.316
H -0.0903 -4.4306 -0.9402 0.206 -0.101 0.469
H -2.2581 -4.2721 0.2487 0.509 0.322 0.613
H -4.0055 -2.4633 -1.4013 0.096 -0.292 0.203
H -5.6775 -1.0603 0.7639 -0.168 -0.640 0.434
H -4.2009 -5.4584 1.2558 -0.198 -0.116 -0.086
H 0.6547 -3.7844 3.1221 0.110 -0.333 0.299
H -5.4300 -3.1233 -0.4263 0.658 -0.571 0.071
H 3.5572 -3.2523 -0.4875 -0.507 0.640 -0.171
H -1.8272 1.4389 -3.6109 -0.047 0.139 -0.362
H 4.7089 -0.0326 -2.0951 -0.346 0.432 -0.456
H 7.4419 -3.4109 1.8762 0.075 0.467 0.330
H -0.3962 3.0682 5.5377 -0.311 0.476 1.103
H -2.8366 5.7234 0.3936 0.470 -0.054 -0.376
H -2.0881 -0.7647 3.4065 0.292 0.103 -0.028
```
Positions in Å, forces in eV/Å.

Values from the calculation:
Highest occupied orbital energy (alpha / beta) = 1.16 / -5.07 eV
Gap between HOMO and LUMO (alpha / beta) = 0.1010 / 0.3299 Eh
Lowest unoccupied orbital energy (alpha / beta) = 3.91 / 3.91 eV
Charge = -2
Spin multiplicity = 2

***

Quick rundown of F_max, same order as above: 2.3 6.9 eV/Å
Quick rundown of relative energy (zero: lowest compared OMol25 entry of this formula, charge and spin), same order as above: 72.3 0.0 kcal/mol